ORCA calculation (ωB97M-V/def2-TZVPD) on a cluster of 3 separate species, H6O3 in total.

```
9
Properties=species:S:1:pos:R:3:forces:R:3:lowdin_charge:R:1
O -0.20421 0.71444 2.52957 -0.20 0.08 0.58 -0.066
H -0.59458 1.58621 2.46742 -0.08 0.18 0.10 0.026
H 0.13748 0.54141 1.65234 0.12 -0.11 -0.56 -0.034
O -0.41425 -0.51824 -2.28165 0.03 -0.23 0.06 -0.041
H -0.46613 -0.07558 -3.12876 0.11 0.04 -0.25 0.049
H -0.97086 0.00364 -1.70367 -0.25 0.18 0.19 0.044
O 0.84756 -0.36833 0.23427 0.19 0.07 0.21 -0.045
H 0.61719 -0.78887 -0.59416 -0.06 0.00 -0.59 0.009
H 1.04778 -1.09471 0.82462 0.14 -0.22 0.25 0.058
```
Positions in Å, forces in eV/Å.

Structure (SMILES): O.O.O
Max |F| in eV/A: 0.62
HOMO-LUMO gap in eV: 11.50
E in eV: -6239.93298
LUMO energy in eV: 0.61
Energy above the lowest of the compared OMol25 structures with the same formula, charge and spin in kcal per mole: 7.38
HOMO in Eh: -0.400

=====

ORCA calculation (ωB97M-V/def2-TZVPD) on a structure of composition C18H25N3O6PSeTc.

```
55
Properties=species:S:1:pos:R:3:forces:R:3:mulliken_spin:R:1
Tc -0.10265 -0.78513 -0.30240 -0.03 -0.17 0.24 2.151
O 1.82596 -0.35659 -0.45682 -0.22 0.06 -0.20 -0.012
C 2.75177 -0.54206 0.37338 0.21 0.04 0.29 0.022
C 2.59632 -1.03033 1.68934 -0.03 0.00 0.01 -0.018
C 3.75769 -1.13580 2.48693 -0.02 -0.09 0.10 0.007
C 3.64292 -1.60429 3.76257 -0.03 0.10 -0.08 0.002
C 2.41202 -1.98957 4.29772 0.11 0.02 0.05 0.002
C 1.27042 -1.90718 3.53475 -0.04 0.08 -0.26 0.004
C 1.33712 -1.42640 2.22232 0.30 0.06 0.33 0.045
O 0.21716 -1.37668 1.51057 -0.34 0.05 -0.63 0.086
N 4.85752 -1.70665 4.60519 -0.09 -0.22 -0.14 0.000
O 5.91047 -1.49606 4.05436 0.13 0.13 -0.02 0.001
O 4.68494 -2.01880 5.75686 0.00 0.03 0.15 0.000
H 3.75232 -0.28939 0.01788 0.02 -0.02 0.05 -0.002
H 4.73030 -0.85885 2.10119 0.02 0.02 0.01 0.000
H 2.38108 -2.35197 5.31675 0.00 0.00 0.01 0.000
H 0.31667 -2.21731 3.93535 -0.02 0.01 -0.01 -0.001
C 1.22540 6.63144 -2.09650 0.02 0.03 -0.02 0.003
C 0.74208 5.23714 -2.01226 0.02 0.01 -0.02 0.136
C 0.29686 4.54634 -3.15091 -0.04 -0.07 -0.03 0.080
C -0.18278 3.26579 -3.07386 0.04 0.06 -0.06 0.053
C -0.65542 2.57395 -4.31429 0.00 -0.04 -0.03 -0.005
C -0.18037 2.60747 -1.78779 0.04 0.05 -0.13 0.215
Se -0.95509 0.91651 -1.80015 -0.07 0.02 0.29 0.044
C 0.26516 3.29494 -0.61032 0.01 0.11 0.03 0.028
C 0.16809 2.72706 0.77211 0.02 0.05 0.02 0.012
C 0.71073 4.57981 -0.75765 0.01 -0.14 0.03 0.122
H 1.19354 7.02443 -3.10842 0.00 0.01 0.00 -0.002
H 2.25043 6.69375 -1.71746 0.00 0.01 0.01 0.025
H 0.62479 7.27070 -1.44146 0.01 0.01 0.00 0.025
H 0.33070 5.04455 -4.11074 -0.01 0.00 -0.01 0.005
H -0.59537 3.24602 -5.16578 0.00 0.00 -0.02 -0.001
H -1.69316 2.24722 -4.21869 0.00 0.01 0.00 0.006
H -0.04496 1.69550 -4.53390 -0.01 0.02 0.00 0.004
H 0.41858 1.67325 0.80928 0.05 -0.25 -0.01 0.004
H -0.84373 2.84933 1.16469 -0.02 -0.03 -0.02 -0.001
H 0.84826 3.24888 1.44228 -0.03 0.02 0.01 0.002
H 1.04115 5.13028 0.11414 0.00 0.00 0.03 0.003
N -2.27032 -5.30148 -1.97559 0.07 -0.09 -0.03 0.000
C -2.84477 -3.91222 -1.91030 0.00 0.05 0.05 0.001
P -2.34817 -3.21065 -0.26157 -0.28 -0.08 -0.10 -0.018
O -1.39048 -4.18943 0.28815 0.07 -0.02 0.05 -0.001
O -1.97228 -1.73727 -0.44912 0.07 0.17 0.04 -0.028
C -3.89954 -3.08630 0.74744 0.06 -0.09 -0.06 0.002
N -3.79542 -1.93782 1.70727 0.02 0.09 0.07 0.000
H -1.62670 -5.40170 -1.16016 -0.02 -0.01 -0.04 -0.001
H -1.74737 -5.46612 -2.83887 -0.02 -0.01 0.02 0.000
H -2.98735 -6.02820 -1.91634 0.02 0.01 0.02 0.000
H -3.91688 -3.95098 -2.09232 0.01 0.01 0.02 0.000
H -2.39390 -3.31188 -2.69913 0.00 0.02 0.03 0.000
H -4.05189 -3.99892 1.32147 -0.02 -0.01 -0.03 0.001
H -4.77058 -2.91080 0.11761 0.02 0.03 -0.03 0.001
H -3.30112 -1.15717 1.25507 -0.05 -0.03 0.03 0.003
H -3.27115 -2.19682 2.54800 0.02 0.02 -0.03 0.000
H -4.71903 -1.61353 2.01012 0.03 -0.02 0.02 0.000
```
Positions in Å, forces in eV/Å.

Max |F| in eV/A: 0.72
HOMO-LUMO gap (alpha / beta) in eV: 6.30 / 5.75
E in eV: -112632.44587
LUMO energy (alpha / beta) in eV: -10.38 / -11.08
Multiplicity: 4
HOMO (alpha / beta) in Eh: -0.613 / -0.619
Total charge: +3

=====

ORCA calculation (ωB97M-V/def2-TZVPD) on an isolated molecule of C8H11NOS in a non-equilibrium geometry.

```
22
Properties=species:S:1:pos:R:3:forces:R:3:lowdin_charge:R:1
C 3.19782 -0.17751 -1.13154 2.73 1.97 1.43 -0.096
N 2.34654 1.08360 -0.96691 0.60 0.65 0.62 -0.081
C 1.11637 0.91837 -0.40261 -0.22 -0.26 1.00 -0.318
C 0.80030 1.89090 0.49667 -3.16 -1.76 0.02 -0.368
S -0.74373 1.92614 1.33046 -0.44 -1.76 -0.70 0.974
C -1.54093 0.30362 0.85478 -0.10 3.81 2.56 -0.447
C -2.85058 0.14128 1.60958 0.85 0.69 -0.52 -0.104
C -0.96647 -0.53971 0.04524 0.83 -2.86 -2.49 -0.249
C -1.68716 -1.86266 -0.51052 -1.59 5.91 -1.38 0.013
C 0.34707 -0.36043 -0.56382 1.52 -1.48 0.50 -0.257
O 0.89737 -1.41065 -1.01753 -1.99 1.91 0.24 -0.018
H 3.79265 0.11496 -2.05340 -0.63 -1.23 0.91 0.055
H 4.11947 -0.08502 -0.19373 -2.83 -0.87 -2.52 0.128
H 2.44756 -1.13335 -1.16689 2.42 2.53 0.06 0.087
H 2.65297 1.99634 -0.43219 0.78 -2.77 -2.06 0.151
H 1.44982 2.68771 0.74618 0.54 0.68 0.22 0.052
H -2.83481 -0.79581 2.12352 -0.28 -0.59 0.33 0.081
H -3.66588 0.22630 0.93034 -0.77 -0.47 -0.73 0.076
H -3.06506 0.94651 2.30260 0.51 0.11 0.35 0.061
H -2.06644 -1.30059 -1.59206 1.30 -2.67 2.47 0.174
H -2.59847 -1.79518 0.06050 -0.48 -1.05 0.12 0.030
H -1.14840 -2.77482 -0.46866 0.41 -0.47 -0.44 0.056
```
Positions in Å, forces in eV/Å.

Structure (SMILES): CNc1csc(C)c(C)c1=O
Max |F| in eV/A: 6.27
HOMO-LUMO gap in eV: 7.68
E in eV: -22843.21268
LUMO energy in eV: 0.07
Energy above the lowest of the compared OMol25 structures with the same formula, charge and spin in kcal per mole: 89.27
HOMO in Eh: -0.280

=====

ORCA calculation (ωB97M-V/def2-TZVPD) on a cluster of 2 separate species, C3H9NOS in total in a non-equilibrium geometry.

```
15
Properties=species:S:1:pos:R:3:forces:R:3:lowdin_charge:R:1
N 4.94896 0.54674 1.53883 -0.20 0.09 0.11 0.101
C 3.84396 -0.07347 1.02946 0.16 0.15 -0.19 -0.433
O 2.74128 -0.02334 1.51421 0.02 -0.25 0.06 0.016
H 5.64605 0.84205 0.87415 0.15 -0.11 0.21 0.089
H 4.78650 1.12978 2.35054 0.09 0.06 -0.23 0.103
H 4.09380 -0.65047 0.11807 -0.22 0.06 0.03 0.124
C -2.42573 -0.07540 0.19429 -0.17 0.99 -0.95 -0.185
C -2.75876 -0.09812 -1.29263 -0.78 -0.34 -0.22 -0.615
S -4.53043 -0.55400 -1.50809 0.00 0.07 0.33 0.651
H -2.48498 -1.08327 0.58745 0.08 0.10 0.39 0.068
H -3.11645 0.63136 0.67113 0.03 -0.45 0.28 0.067
H -1.44015 0.38475 0.27647 0.16 -0.41 0.34 0.071
H -2.62929 0.87281 -1.76997 0.28 -0.12 0.07 0.058
H -2.21620 -0.88115 -1.81159 0.36 0.19 -0.06 0.056
H -4.45855 -0.96826 -2.77231 0.05 -0.01 -0.17 -0.171
```
Positions in Å, forces in eV/Å.

Structure (SMILES): NC=O.CCS
Max |F| in eV/A: 1.38
HOMO-LUMO gap in eV: 9.72
E in eV: -17629.74662
LUMO energy in eV: 0.87
Energy above the lowest of the compared OMol25 structures with the same formula, charge and spin in kcal per mole: 10.57
HOMO in Eh: -0.325

=====

ORCA calculation (ωB97M-V/def2-TZVPD) on a cluster of 2 separate species, C3H4N2O2 in total.

```
11
Properties=species:S:1:pos:R:3:forces:R:3:lowdin_charge:R:1
N -2.13296 -0.97382 -0.22566 -0.06 -0.07 -0.02 0.131
C -1.09545 -0.19463 0.15845 0.04 0.37 0.09 -0.432
C -0.49847 0.86114 0.57202 -0.22 -0.10 0.00 0.008
N 0.33569 -0.42024 0.26471 0.08 0.02 0.23 0.030
H -1.90262 -1.68658 -0.90506 -0.01 0.06 0.15 0.103
H -3.02118 -0.51559 -0.37612 0.22 -0.01 -0.04 0.100
H -0.31319 1.90438 0.76056 -0.02 -0.30 -0.07 0.084
H 0.55047 -0.87909 1.16228 -0.16 0.00 -0.27 0.074
O 2.17499 1.62631 -0.80105 0.42 -0.65 0.14 0.170
C 2.67267 0.62325 -0.47281 0.02 -0.06 0.09 -0.444
O 3.23006 -0.34513 -0.13731 -0.30 0.74 -0.30 0.176
```
Positions in Å, forces in eV/Å.

Structure (SMILES): NC1=CN1.O=C=O
Max |F| in eV/A: 0.85
HOMO-LUMO gap in eV: 8.70
E in eV: -10248.53949
LUMO energy in eV: 0.78
Energy above the lowest of the compared OMol25 structures with the same formula, charge and spin in kcal per mole: 85.91
HOMO in Eh: -0.291

=====

ORCA calculation (ωB97M-V/def2-TZVPD) on a structure of composition C44H45BN13PS2V in a non-equilibrium geometry.

```
107
Properties=species:S:1:pos:R:3:forces:R:3:mulliken_spin:R:1
V -0.00875 -0.24264 -0.12437 -0.75 0.93 -0.23 0.999
C -1.96948 0.92295 2.78003 0.13 -0.06 -0.08 0.014
C -0.74319 0.08378 2.92833 -0.39 0.23 0.71 -0.019
C -0.26257 -0.43549 4.13222 -0.24 0.13 -0.34 -0.004
C 0.86635 -1.15152 3.79813 -0.07 0.01 -0.30 -0.001
N 1.04650 -1.05400 2.47328 0.35 -0.21 0.32 0.004
N 0.06782 -0.29428 1.92680 0.32 0.05 -0.60 -0.050
B 2.20083 -1.62349 1.60955 0.27 -0.02 0.03 -0.009
N 2.77482 -0.45873 0.77320 0.31 -0.33 0.53 0.010
C 4.04230 -0.03708 0.68525 -0.20 0.03 -0.12 -0.002
C 4.11321 0.91304 -0.30656 -0.33 -0.02 -0.17 -0.003
C 2.81852 1.01455 -0.81818 0.58 0.51 -0.44 -0.003
C 2.45847 1.89863 -1.95998 -0.08 -0.08 0.06 0.004
N 2.00561 0.17761 -0.14631 -0.46 -0.20 0.17 -0.050
N 1.57946 -2.59010 0.56233 0.33 -0.43 0.15 0.012
C 1.83377 -3.87617 0.26877 -0.19 0.33 -0.02 0.015
C 0.99276 -4.26430 -0.75418 -0.10 0.16 -0.05 0.003
C 0.22053 -3.14552 -1.05708 0.02 -0.48 -0.24 0.020
C -0.87190 -3.09491 -2.07206 0.05 0.04 0.06 0.003
N 0.60256 -2.12433 -0.26968 0.21 -0.35 0.23 -0.021
N 3.25094 -2.20435 2.51832 -0.08 0.35 -0.02 -0.001
C 3.94779 -1.49548 3.45371 0.00 0.06 0.04 -0.001
C 4.70324 -2.37798 4.17084 0.03 -0.06 0.00 0.000
C 4.41014 -3.64733 3.61433 -0.08 0.30 -0.01 0.000
C 4.95109 -4.97369 4.02547 -0.09 -0.09 -0.08 0.000
N 3.53539 -3.52311 2.63250 -0.12 -0.46 -0.18 -0.001
H -2.41046 1.07640 3.76201 -0.03 0.00 -0.02 0.000
H -1.72937 1.90404 2.36876 0.04 0.04 -0.03 -0.001
H -2.71529 0.43040 2.15397 -0.02 -0.01 0.03 -0.001
H -0.69146 -0.30958 5.11117 -0.01 0.03 -0.02 0.000
H 1.53368 -1.72026 4.42336 0.09 -0.02 -0.09 0.000
H 4.81877 -0.44158 1.31105 -0.07 -0.06 0.04 0.000
H 4.98002 1.46100 -0.63401 -0.04 0.02 0.00 0.000
H 3.01028 2.83320 -1.87151 -0.12 0.05 0.02 0.001
H 2.75322 1.42813 -2.90067 0.03 -0.04 0.01 0.000
H 1.40154 2.12981 -1.99904 0.03 0.26 0.10 0.001
H 2.57766 -4.41096 0.83084 0.09 0.00 0.10 0.000
H 0.93267 -5.23582 -1.21389 -0.01 0.02 -0.01 0.000
H -1.67871 -3.76759 -1.77482 0.00 0.03 0.03 0.001
H -1.27224 -2.09322 -2.19360 -0.06 -0.01 -0.07 0.002
H -0.49314 -3.44263 -3.03282 -0.02 0.05 -0.02 0.001
H 3.84033 -0.42550 3.54612 0.01 0.00 0.00 0.000
H 5.38270 -2.16148 4.97770 -0.02 0.03 -0.01 0.000
H 5.71839 -4.85315 4.78595 0.02 -0.03 -0.01 0.000
H 4.15715 -5.60081 4.43236 0.03 0.00 0.03 0.000
H 5.37781 -5.49780 3.17080 0.04 0.01 0.03 0.000
C -3.10267 0.52124 -0.63867 -0.15 -0.32 -0.05 0.016
N -1.76968 1.13803 -0.60803 0.35 -0.30 0.49 0.020
C -1.49762 1.89627 -1.83096 0.13 0.03 -0.35 0.009
C -0.69134 1.01356 -2.71687 -0.51 0.73 -0.61 -0.003
N 0.04002 0.04159 -2.21118 0.14 -0.43 0.92 -0.048
C 0.79235 -0.46813 -3.27092 0.36 -0.14 -0.48 0.016
C 1.80479 -1.42462 -3.30536 -0.10 0.04 0.12 0.000
C 2.39343 -1.68215 -4.52714 0.04 -0.06 -0.02 0.001
C 1.99800 -1.01528 -5.69454 0.00 0.01 0.00 -0.002
C 1.01421 -0.04701 -5.67276 -0.08 0.08 0.01 0.000
C 0.43644 0.21962 -4.43920 0.23 -0.32 0.26 -0.001
N -0.51474 1.15130 -4.04182 -0.08 -0.06 0.62 -0.002
C -3.00042 -0.85250 -0.09012 -0.67 0.06 -0.19 0.009
N -1.86653 -1.33454 0.35527 0.55 0.38 -0.43 -0.032
C -2.16723 -2.59820 0.87278 -0.22 -0.39 0.30 0.005
C -1.39754 -3.52130 1.57818 0.06 0.08 0.01 -0.003
C -2.00441 -4.69876 1.96476 0.07 -0.02 -0.02 -0.001
C -3.34514 -4.97339 1.66635 -0.01 -0.01 -0.01 0.000
C -4.13759 -4.04999 1.01612 -0.10 0.05 0.00 0.000
C -3.52798 -2.85759 0.65108 0.45 -0.12 0.09 -0.002
N -4.02469 -1.71643 0.04008 0.28 0.28 -0.03 0.000
H -3.83157 1.10567 -0.07073 0.05 0.05 -0.01 -0.001
H -3.46738 0.46769 -1.66659 0.06 0.06 -0.01 0.000
H -1.66406 1.74807 0.20344 -0.04 0.38 -0.06 -0.006
H -2.40964 2.24615 -2.31972 0.00 -0.04 0.07 0.001
H -0.90927 2.78225 -1.59042 0.31 0.35 0.15 -0.009
H 2.13017 -1.93065 -2.40725 0.03 -0.01 -0.01 0.001
H 3.18663 -2.41513 -4.58776 -0.01 0.01 0.01 0.000
H 2.48556 -1.25424 -6.62963 -0.01 0.00 0.00 0.000
H 0.71770 0.48392 -6.56754 0.03 0.00 0.01 0.000
H -0.94850 1.84347 -4.63101 -0.05 0.11 0.03 0.000
H -0.36907 -3.32246 1.84106 0.02 -0.01 -0.03 0.003
H -1.42784 -5.43160 2.51300 0.00 0.00 -0.01 0.000
H -3.76854 -5.92268 1.96449 -0.02 0.03 0.02 0.000
H -5.18307 -4.24126 0.81359 0.01 0.00 0.01 0.000
H -4.98060 -1.56185 -0.23398 -0.06 0.09 -0.02 0.000
S 0.58186 5.08738 -1.39277 0.21 -0.32 0.45 0.022
P 1.06609 4.72114 0.53288 -0.47 0.99 -2.31 -0.001
S 0.47840 2.87264 1.05145 -0.36 -1.49 0.75 0.089
C 0.23508 5.98061 1.52735 0.16 -0.35 0.27 -0.003
C 0.65890 7.30067 1.36973 0.03 -0.14 0.13 0.000
C 0.02088 8.30637 2.07504 0.05 -0.03 -0.06 0.000
C -1.03101 7.99477 2.92625 -0.08 -0.04 0.08 0.000
C -1.45082 6.68010 3.07550 -0.07 0.07 0.01 0.000
C -0.82183 5.66482 2.37152 0.17 0.17 0.02 0.001
C 2.84731 4.87018 0.80648 -0.26 -0.20 0.19 -0.003
C 3.70199 5.33382 -0.18704 -0.02 0.00 0.03 0.000
C 5.06634 5.38513 0.06155 0.05 -0.02 0.02 0.000
C 5.56527 4.97805 1.28974 0.04 -0.01 -0.01 0.000
C 4.70496 4.52146 2.28142 0.03 -0.05 0.09 0.001
C 3.34283 4.46423 2.04391 0.19 0.10 -0.09 0.002
H 1.48787 7.52996 0.70933 -0.06 0.02 0.00 0.000
H 0.34866 9.33138 1.96573 -0.02 0.00 0.00 0.000
H -1.52163 8.78206 3.48289 -0.01 0.00 0.00 0.000
H -2.26717 6.44182 3.74418 -0.02 0.04 0.02 0.000
H -1.13179 4.63484 2.48793 -0.01 -0.01 0.00 0.000
H 3.30736 5.65697 -1.14254 -0.10 -0.05 0.03 0.000
H 5.73983 5.74298 -0.70595 0.00 0.03 0.01 0.000
H 6.62998 5.02145 1.47722 0.01 0.00 0.02 0.000
H 5.09791 4.20909 3.23970 0.03 0.02 0.02 0.000
H 2.66387 4.10874 2.80962 0.02 -0.02 0.02 -0.001
```
Positions in Å, forces in eV/Å.

Max |F| in eV/A: 2.56
HOMO-LUMO gap (alpha / beta) in eV: 3.64 / 3.75
E in eV: -123047.05703
LUMO energy (alpha / beta) in eV: -8.03 / -7.81
Multiplicity: 2
Energy above the lowest of the compared OMol25 structures with the same formula, charge and spin in kcal per mole: 0.00
HOMO (alpha / beta) in Eh: -0.429 / -0.425
Total charge: +2